Run A
{"formula": "C16H17NO", "method": "ωB97M-V with the def2-TZVPD basis set", "homo_ha": -0.2778, "smiles": "Cc1c[nH]c2ccccc12.Cc1ccc(O)cc1", "orbital_gap_ev": 8.451, "mol_weight_g_mol": 239.32, "species": ["C", "C", "C", "N", "C", "C", "C", "C", "C", "C", "H", "H", "H", "H", "H", "H", "H", "H", "H", "C", "C", "C", "C", "C", "O", "C", "C", "H", "H", "H", "H", "H", "H", "H", "H"], "coordinates": [[0.29, -0.68, 3.70], [-1.02, -0.94, 3.07], [-1.94, -1.75, 3.62], [-2.94, -2.04, 2.70], [-2.61, -1.39, 1.52], [-3.34, -1.35, 0.34], [-2.97, -0.39, -0.58], [-1.80, 0.37, -0.44], [-1.08, 0.29, 0.75], [-1.47, -0.63, 1.77], [0.23, 0.16, 4.40], [1.00, -0.33, 2.91], [0.70, -1.51, 4.27], [-1.92, -2.18, 4.63], [-3.78, -2.53, 2.92], [-4.20, -2.05, 0.06], [-3.73, -0.16, -1.30], [-1.60, 1.09, -1.15], [-0.27, 0.99, 0.85], [2.01, 3.80, -2.65], [2.29, 2.33, -2.37], [2.18, 1.88, -1.03], [2.30, 0.54, -0.71], [2.21, -0.34, -1.76], [1.84, -1.62, -1.41], [2.51, 0.04, -3.06], [2.62, 1.41, -3.36], [1.12, 4.16, -2.10], [1.79, 3.97, -3.72], [2.81, 4.40, -2.15], [2.05, 2.69, -0.37], [2.44, 0.20, 0.33], [2.01, -2.25, -2.12], [2.57, -0.78, -3.75], [3.09, 1.64, -4.32]], "nbo_charge": [-0.621, -0.131, -0.013, -0.534, 0.119, -0.239, -0.217, -0.231, -0.199, -0.038, 0.213, 0.216, 0.220, 0.206, 0.410, 0.217, 0.207, 0.207, 0.209, -0.637, -0.046, -0.193, -0.264, 0.309, -0.672, -0.295, -0.200, 0.217, 0.224, 0.220, 0.208, 0.229, 0.475, 0.208, 0.216]}

***

Run B
{"formula": "C16H17NO", "method": "ωB97M-V with the def2-TZVPD basis set", "homo_ha": -0.2726, "smiles": "Cc1c[nH]c2ccccc12.Cc1ccc(O)cc1", "orbital_gap_ev": 8.198, "mol_weight_g_mol": 239.32, "species": ["C", "C", "C", "N", "C", "C", "C", "C", "C", "C", "H", "H", "H", "H", "H", "H", "H", "H", "H", "C", "C", "C", "C", "C", "O", "C", "C", "H", "H", "H", "H", "H", "H", "H", "H"], "coordinates": [[2.94, 4.31, -1.57], [1.58, 3.79, -1.45], [0.49, 4.08, -2.35], [-0.65, 3.44, -1.96], [-0.27, 2.61, -0.78], [-1.06, 1.64, -0.17], [-0.38, 0.84, 0.68], [0.99, 1.05, 1.10], [1.70, 2.03, 0.42], [1.08, 2.90, -0.46], [3.31, 4.46, -2.65], [3.69, 3.62, -1.11], [3.19, 5.21, -0.86], [0.49, 4.96, -3.01], [-1.38, 3.18, -2.55], [-2.13, 1.56, -0.31], [-0.98, 0.09, 1.27], [1.41, 0.31, 1.85], [2.81, 2.17, 0.59], [-1.05, -3.94, 3.56], [-1.04, -3.46, 2.13], [0.28, -3.21, 1.62], [0.49, -3.10, 0.26], [-0.68, -2.98, -0.55], [-0.44, -2.97, -1.89], [-2.02, -2.95, 0.01], [-2.14, -3.21, 1.38], [-0.16, -3.87, 4.03], [-1.55, -4.89, 3.67], [-1.80, -3.29, 4.26], [1.10, -2.95, 2.34], [1.50, -3.06, -0.25], [-1.06, -3.46, -2.41], [-2.72, -3.22, -0.81], [-3.15, -3.70, 1.68]], "nbo_charge": [-0.645, -0.093, -0.024, -0.548, 0.179, -0.266, -0.202, -0.244, -0.172, -0.137, 0.229, 0.218, 0.216, 0.212, 0.406, 0.224, 0.214, 0.223, 0.208, -0.608, -0.044, -0.194, -0.258, 0.305, -0.689, -0.281, -0.216, 0.209, 0.220, 0.199, 0.215, 0.234, 0.481, 0.211, 0.215]}

***

Which of them is the least stable? Correct choice: run B.

***

Run A
{"formula": "C2H9N2S", "method": "ωB97M-V with the def2-TZVPD basis set", "homo_ha": -0.4915, "smiles": "C[C@@H]([NH3+])NS", "total_charge": 1, "orbital_gap_ev": 9.770, "mol_weight_g_mol": 93.17, "species": ["C", "C", "N", "N", "S", "H", "H", "H", "H", "H", "H", "H", "H", "H"], "coordinates": [[-1.01, -1.05, -0.13], [0.03, 0.06, -0.16], [-0.44, 1.47, 0.33], [1.20, -0.43, 0.56], [2.64, -0.25, -0.15], [-0.71, -1.65, 0.74], [-1.17, -1.72, -1.01], [-2.03, -0.56, -0.15], [0.61, 0.39, -1.13], [0.33, 1.88, 0.75], [-1.12, 1.38, 1.10], [-0.85, 1.87, -0.43], [1.08, -0.94, 1.39], [2.68, -1.53, -0.79]], "nbo_charge": [-0.665, 0.091, -0.674, -0.819, 0.239, 0.241, 0.285, 0.225, 0.245, 0.446, 0.435, 0.435, 0.400, 0.114]}

***

Run B
{"formula": "C2H9N2S", "method": "ωB97M-V with the def2-TZVPD basis set", "homo_ha": -0.4810, "total_charge": 1, "orbital_gap_ev": 9.285, "mol_weight_g_mol": 93.17, "species": ["C", "C", "N", "N", "S", "H", "H", "H", "H", "H", "H", "H", "H", "H"], "coordinates": [[0.62, 1.26, -1.96], [-0.58, -0.94, 1.09], [0.35, -1.66, 0.57], [-0.33, -0.38, 2.28], [-0.73, 1.14, -0.69], [0.89, 2.38, -2.22], [0.47, 0.74, -2.90], [1.47, 0.73, -1.45], [-1.68, -1.10, 0.84], [1.31, -1.38, 0.84], [0.35, -2.05, -0.33], [0.63, -0.42, 2.50], [-1.78, 1.71, -1.52], [-0.98, -0.02, 2.95]], "nbo_charge": [-0.720, 0.402, -0.712, -0.711, -0.115, 0.256, 0.235, 0.213, 0.268, 0.404, 0.439, 0.397, 0.197, 0.448]}

***

Which of them is the least stable? Correct choice: run A.

***

Run A
{"formula": "C4H11NO", "method": "ωB97M-V with the def2-TZVPD basis set", "homo_ha": [-0.5329, -0.5306], "total_charge": 1, "spin_multiplicity": 2, "orbital_gap_ev": [10.663, 5.534], "mol_weight_g_mol": 89.14, "species": ["C", "C", "C", "O", "C", "N", "H", "H", "H", "H", "H", "H", "H", "H", "H", "H", "H"], "coordinates": [[0.67, 0.33, 0.41], [-0.05, -0.88, -0.15], [0.76, -2.20, -0.02], [-1.45, -1.20, 0.27], [-0.06, 1.67, 0.28], [-0.92, 1.71, -0.91], [1.78, 0.46, 0.04], [0.80, 0.13, 1.52], [-0.20, -0.54, -1.16], [0.18, -2.81, -0.73], [1.89, -2.02, -0.30], [0.63, -2.54, 1.07], [-1.56, -0.47, 1.03], [0.58, 2.57, 0.20], [-0.72, 1.67, 1.19], [-1.59, 2.42, -0.80], [-0.75, 1.70, -1.93]], "nbo_charge": [-0.469, 0.092, -0.627, -0.681, -0.289, -0.239, 0.266, 0.243, 0.142, 0.245, 0.228, 0.238, 0.452, 0.309, 0.259, 0.396, 0.435]}

***

Run B
{"formula": "C4H11NO", "method": "ωB97M-V with the def2-TZVPD basis set", "homo_ha": [-0.5571, -0.5750], "total_charge": 1, "spin_multiplicity": 2, "orbital_gap_ev": [11.361, 7.982], "mol_weight_g_mol": 89.14, "species": ["C", "C", "N", "C", "C", "H", "H", "H", "H", "H", "H", "H", "H", "H", "H", "H", "O"], "coordinates": [[0.48, -1.57, 1.51], [-0.04, -0.34, 1.30], [-0.97, 0.00, 0.25], [-1.17, 1.43, 0.04], [0.10, 2.05, -0.80], [0.87, -1.95, 2.36], [0.07, -2.35, 0.90], [0.26, 0.55, 1.85], [-0.79, -0.44, -0.70], [-1.90, 1.57, -0.62], [-1.44, 1.94, 0.94], [0.63, 1.30, -1.39], [-0.11, 2.76, -1.56], [0.64, 2.54, 0.03], [1.36, -2.26, -1.09], [1.85, -1.01, -1.86], [1.13, -1.51, -1.62]], "nbo_charge": [-0.178, 0.025, -0.300, -0.248, -0.605, 0.233, 0.204, 0.228, 0.457, 0.233, 0.232, 0.224, 0.249, 0.234, 0.483, 0.485, -0.957]}

***

Which of them is the least stable? Correct choice: run A.